Record 1
Density functional theory data (ωB97M-V/def2-TZVPD) for a 3-piece molecular cluster, C24H48BBrN2O13P2 overall at a distorted geometry.

Each line ends with the Löwdin charge.
Cartesian coordinates (Å):
C  4.57445  -0.12962  0.34477  -0.045
C  3.33968  0.36090  1.07092  -0.232
O  2.19419  0.10163  0.25318  0.093
B  1.00463  0.32704  0.87252  -0.542
O  0.74724  1.53660  1.52343  0.162
C  -0.17439  -0.78218  0.91197  -0.193
C  0.48040  -2.17858  0.87814  -0.060
C  0.94143  -2.66932  -0.47355  -0.394
O  0.96298  -2.01426  -1.46782  0.157
C  1.42918  -4.09158  -0.47957  -0.156
C  0.47510  -5.11201  -0.49890  -0.032
C  0.88049  -6.44524  -0.47784  -0.072
C  2.23506  -6.75986  -0.42247  -0.086
C  3.18327  -5.73810  -0.41778  -0.075
C  2.78462  -4.40334  -0.43984  -0.020
O  -1.02690  -0.45542  -0.17399  -0.039
C  -2.36799  -0.74912  -0.15592  -0.703
Br  -2.54314  -2.69404  -0.72528  0.903
O  -2.89325  0.09968  -1.09544  -0.101
C  -4.02382  -0.31342  -1.86745  -0.281
C  -3.64265  -0.84234  -3.24848  -0.085
C  -3.04930  -0.50803  1.21760  -0.366
C  -2.97979  -1.69878  2.20264  -0.221
P  -4.39581  -2.84047  2.31369  0.358
O  -5.33218  -2.84794  1.18589  -0.300
O  -5.03751  -2.60481  3.74151  -0.130
O  -3.72495  -4.27265  2.52248  -0.124
N  -4.39562  0.04612  1.03845  -0.158
P  -5.13527  0.67576  2.45707  0.760
N  -4.55722  2.29395  2.54800  -0.166
O  -6.66020  0.98422  1.91984  -0.287
H  5.41217  -0.25883  1.01849  0.071
H  4.83353  0.57097  -0.44304  0.083
H  4.31177  -1.06601  -0.13881  0.069
H  3.44521  1.41978  1.30272  0.118
H  3.26466  -0.16393  2.02859  0.123
H  0.88875  1.43532  2.47036  0.110
H  -0.59707  -0.64984  1.90869  0.130
H  -0.11286  -2.96886  1.33782  0.112
H  1.38954  -2.10601  1.47913  0.138
H  -0.57483  -4.86991  -0.53455  0.067
H  0.13485  -7.22395  -0.47730  0.100
H  2.55946  -7.78674  -0.38223  0.098
H  4.23437  -5.97407  -0.37225  0.099
H  3.50505  -3.59913  -0.42156  0.107
H  -4.71504  -0.96082  -1.33898  0.099
H  -4.59256  0.59889  -2.04159  0.117
H  -3.77741  -1.91363  -3.32920  0.049
H  -4.24421  -0.34434  -4.00114  0.069
H  -2.60692  -0.56430  -3.42080  0.078
H  -2.43031  0.25768  1.69332  0.133
H  -2.05708  -2.23650  2.04816  0.053
H  -2.89897  -1.26324  3.19833  0.092
H  -5.83346  -2.07123  3.63925  0.064
H  -3.49911  -4.61371  1.64902  0.066
H  -4.34428  0.83270  0.39069  0.080
H  -3.96895  2.52151  1.74827  0.030
H  -5.35528  2.92500  2.50506  0.030
H  -7.10231  0.14498  1.74470  0.043
C  -2.83250  2.51984  -4.31666  -0.103
O  -4.15247  2.51763  -4.83596  -0.198
C  -4.71201  3.81455  -4.96269  -0.207
C  -4.64418  4.32218  -6.38620  -0.208
O  -3.30705  4.52448  -6.81256  -0.190
C  -2.80745  3.47256  -7.61918  -0.110
H  -2.40668  1.53399  -4.48829  0.080
H  -2.20182  3.26692  -4.80306  0.087
H  -2.85321  2.71096  -3.23780  0.091
H  -4.21563  4.51645  -4.28551  0.127
H  -5.76319  3.74411  -4.66514  0.125
H  -5.15009  5.29148  -6.43731  0.125
H  -5.16429  3.63415  -7.05965  0.126
H  -3.22966  3.52992  -8.62833  0.088
H  -3.02920  2.49313  -7.18977  0.083
H  -1.72732  3.59173  -7.68460  0.089
C  9.33781  2.69755  4.62359  -0.110
O  8.15801  3.45884  4.81349  -0.190
C  7.46583  3.73748  3.60781  -0.206
C  6.28540  2.81290  3.40903  -0.207
O  6.69210  1.46514  3.22223  -0.202
C  6.56195  0.67689  4.39231  -0.110
H  9.65372  2.33020  5.59846  0.089
H  9.16755  1.84521  3.96201  0.083
H  10.13425  3.32402  4.20802  0.089
H  8.14329  3.67782  2.75068  0.127
H  7.09766  4.76574  3.67589  0.126
H  5.75110  3.11785  2.50329  0.123
H  5.59282  2.89274  4.25253  0.127
H  5.50986  0.42692  4.57174  0.085
H  6.96601  1.18577  5.26978  0.085
H  7.11792  -0.24570  4.23294  0.090

Net charge: 0
Kohn-Sham gap in eV: 9.037
Strongest force on any atom in eV/Å: 1.83


Record 2
Density functional theory data (ωB97M-V/def2-TZVPD) for a 11-piece molecular cluster, C28H74BN6O18 overall at a distorted geometry.

Each line ends with the Löwdin charge.
Cartesian coordinates (Å):
O  -1.68443  -2.54788  -3.96560  0.123
C  -1.30366  -2.14016  -2.89736  -0.353
O  -0.23880  -2.51744  -2.24006  0.266
B  -0.01721  -1.58119  -1.13465  -0.867
O  -1.20481  -0.73097  -1.08236  0.239
C  -1.93261  -0.90337  -2.16945  -0.361
O  -2.99391  -0.46005  -2.48337  0.143
O  1.24331  -0.82999  -1.33599  0.222
C  2.01920  -0.94804  -0.29867  -0.379
O  2.99878  -0.26935  -0.10476  0.107
C  1.25790  -1.80160  0.74456  -0.389
O  0.14783  -2.24496  0.19198  0.235
O  1.63473  -1.99971  1.86371  0.153
C  2.49678  3.27974  -2.88842  -0.062
C  1.73530  4.03828  -1.74612  -0.367
C  0.35032  3.50455  -1.51304  -0.192
O  -0.43114  3.66260  -2.69964  -0.186
C  -1.34206  2.61170  -2.95928  -0.104
N  2.60691  3.74869  -0.55013  0.032
H  2.35413  2.19787  -2.92645  0.062
H  3.54943  3.55097  -2.91292  0.076
H  2.08060  3.54745  -3.87123  0.069
H  1.82885  5.11572  -1.88111  0.136
H  -0.13336  4.01592  -0.67767  0.124
H  0.42419  2.42298  -1.34074  0.122
H  -1.98595  2.89199  -3.79541  0.088
H  -2.02388  2.31176  -2.16026  0.093
H  -0.71645  1.80506  -3.35380  0.065
H  3.49598  4.13034  -0.85447  0.054
H  2.77612  2.74348  -0.58436  0.057
C  0.03984  -3.33089  6.73501  -0.055
C  1.07123  -3.99817  5.81965  -0.455
C  0.43793  -4.81639  4.72938  -0.186
O  -0.39501  -5.86029  5.24131  -0.209
C  0.26936  -7.03619  5.65214  -0.114
N  2.03773  -3.05838  5.25089  0.042
H  0.53585  -2.77230  7.53754  0.071
H  -0.50899  -4.12093  7.25228  0.072
H  -0.58750  -2.57464  6.26003  0.064
H  1.71617  -4.61902  6.45370  0.127
H  1.23704  -5.32108  4.17680  0.126
H  -0.19958  -4.20413  4.09385  0.134
H  1.08665  -6.81603  6.34608  0.080
H  0.60418  -7.58089  4.76624  0.087
H  -0.46731  -7.60218  6.22088  0.084
H  2.38232  -2.46789  6.00723  0.068
H  1.54721  -2.33060  4.72243  0.064
C  -5.82708  0.53598  -0.33518  -0.068
C  -6.99234  -0.44584  -0.59760  -0.393
C  -6.53311  -1.88491  -0.35420  -0.221
O  -7.64598  -2.73207  -0.51314  -0.190
C  -7.53490  -4.06940  -0.07002  -0.103
N  -8.02802  -0.10942  0.42475  0.027
H  -6.11936  1.46889  -0.82275  0.078
H  -5.00032  0.18845  -0.96498  0.057
H  -5.48560  0.74955  0.67405  0.074
H  -7.34511  -0.24893  -1.60874  0.134
H  -6.12685  -1.92061  0.66247  0.128
H  -5.71623  -2.09877  -1.05334  0.127
H  -6.61023  -4.31902  0.44983  0.086
H  -7.72791  -4.75584  -0.89404  0.081
H  -8.35349  -4.23502  0.63631  0.080
H  -7.57162  0.36564  1.19167  0.046
H  -8.35339  -0.97576  0.84654  0.053
C  3.37543  1.95802  2.51782  -0.054
C  4.72917  2.43726  1.93005  -0.437
C  5.61279  2.85876  3.10137  -0.185
O  4.97995  3.86550  3.87986  -0.202
C  4.76345  5.10128  3.28088  -0.132
N  5.27828  1.27986  1.22800  0.044
H  3.55984  1.19076  3.27660  0.090
H  2.70052  1.57137  1.75713  0.054
H  2.88026  2.72334  3.11923  0.068
H  4.58621  3.21467  1.17421  0.103
H  6.49760  3.34266  2.66571  0.119
H  5.83711  1.99150  3.71240  0.127
H  4.22971  5.04637  2.32168  0.079
H  5.71128  5.52274  2.88938  0.085
H  4.33386  5.78967  3.99915  0.088
H  4.56643  0.82146  0.66324  0.029
H  5.94787  1.60627  0.53456  0.075
C  -0.98876  1.80145  1.64253  -0.060
C  -1.06779  1.45620  3.13715  -0.428
C  -0.88895  -0.06545  3.26733  -0.188
O  -1.29140  -0.59112  4.53240  -0.193
C  -2.65181  -0.41056  4.80470  -0.135
N  -0.03232  2.19839  3.83186  0.063
H  -0.99738  2.87900  1.47690  0.070
H  -1.81697  1.44688  1.02404  0.076
H  -0.05244  1.36698  1.27711  0.072
H  -2.07206  1.74342  3.45118  0.124
H  0.18471  -0.25805  3.14819  0.108
H  -1.23245  -0.75819  2.48651  0.130
H  -2.93789  0.60728  5.09575  0.080
H  -2.84299  -0.90885  5.76337  0.083
H  -3.30671  -0.87410  4.06361  0.094
H  0.87068  1.77130  3.68695  0.052
H  -0.27545  2.35746  4.79619  0.071
C  2.82927  1.84849  -6.94482  -0.059
C  2.76095  0.99828  -5.64915  -0.392
C  1.27200  0.83027  -5.29044  -0.228
O  0.45162  0.67223  -6.40739  -0.191
C  -0.89434  0.46482  -6.02307  -0.081
N  3.37762  -0.31808  -5.95876  0.023
H  2.04913  2.61475  -6.90585  0.076
H  2.56216  1.27422  -7.83189  0.073
H  3.80950  2.29668  -7.10789  0.071
H  3.34217  1.29096  -4.77403  0.105
H  0.90456  1.75488  -4.81828  0.106
H  1.22064  -0.03400  -4.60945  0.133
H  -1.51605  0.37130  -6.91410  0.092
H  -1.25452  1.35692  -5.50947  0.071
H  -0.95458  -0.48518  -5.48471  0.084
H  4.34894  -0.23171  -6.23272  0.073
H  2.86283  -0.58872  -6.79378  0.068
O  5.22349  -2.45370  -0.11753  -0.060
H  4.48906  -2.18780  -0.67929  0.001
H  5.36691  -1.69313  0.45840  0.024
O  -3.96519  -1.93732  -5.39399  -0.069
H  -3.74702  -1.92337  -6.33272  0.053
H  -3.09810  -2.03707  -4.93320  0.011
O  4.05669  -0.34107  -2.66032  -0.050
H  3.14734  -0.46782  -2.37600  -0.002
H  3.99751  -0.24308  -3.62296  0.004
O  -3.91998  0.78190  -4.91726  -0.089
H  -4.02642  -0.19024  -5.03112  -0.010
H  -3.71368  0.88571  -3.98526  -0.009

Net charge: -1
Kohn-Sham gap in eV: 9.290
Strongest force on any atom in eV/Å: 3.05


Record 3
Density functional theory data (ωB97M-V/def2-TZVPD) for an isolated molecule of C5H12 at a distorted geometry.

Each line ends with the natural charge from an NBO analysis.
Cartesian coordinates (Å):
C  -0.42733  1.42073  -0.41685  -0.609
C  -0.06128  0.02098  0.06522  -0.027
C  1.23222  -0.48624  -0.88523  -0.611
C  0.33105  -0.02043  1.48913  -0.619
C  -1.19192  -0.96512  -0.16336  -0.609
H  -1.28733  1.80770  0.14300  0.206
H  -0.69346  1.41308  -1.47859  0.210
H  0.40049  2.12642  -0.28239  0.208
H  2.09265  0.18715  -0.78691  0.203
H  0.91916  -0.49879  -1.93448  0.203
H  1.54720  -1.49999  -0.60799  0.204
H  1.29973  0.55522  1.39504  0.202
H  -0.25698  0.55238  2.18560  0.212
H  0.57272  -0.96398  1.93017  0.214
H  -0.91643  -1.97624  0.15714  0.207
H  -2.08154  -0.66782  0.40348  0.204
H  -1.46774  -1.00529  -1.22141  0.203

Energy relative to the best compared isomer or geometry (same formula, charge and spin) in kcal/mol: 11.6
Net charge: 0
Kohn-Sham gap in eV: 11.461
Strongest force on any atom in eV/Å: 3.58


Molar mass / g mol⁻¹: 725.31; 793.74; 72.15
HOMO level / eV: -9.00; -7.08; -10.54